Record 1
C10H16Cl2MgO8 | ωB97M-V/def2-TZVPD

CARTESIAN COORDINATES (ANGSTROEM)
H1 -2.799 2.766 -0.895
C1 -1.354 4.409 -1.049
H2 4.192 2.198 1.521
H3 1.212 0.387 -2.950
H4 1.087 -5.507 1.175
H5 -0.716 5.054 -0.445
O1 -0.344 -0.754 -1.135
H6 -3.699 -0.593 2.973
H7 4.371 1.620 -0.115
O2 1.367 -2.256 0.759
C2 -0.502 -0.835 -2.341
H8 -2.586 3.599 0.613
H9 -2.912 -2.011 3.714
O3 -2.384 -2.038 0.597
C3 3.645 2.014 0.596
O4 1.780 0.960 1.573
Cl1 -0.873 2.019 0.240
H10 -2.108 5.078 -1.464
H11 2.616 -4.948 0.336
C4 2.477 1.082 0.551
Cl2 -0.263 4.058 -2.456
C5 -2.048 3.249 -0.269
H12 -4.031 -2.074 2.489
O5 2.188 0.377 -0.394
H13 0.333 -0.320 -4.279
Mg1 0.639 -0.382 0.654
O6 -1.323 -1.654 -2.666
O7 -1.135 -0.769 1.739
H14 2.282 -4.363 1.902
C6 1.783 -4.689 0.990
O8 0.066 -3.605 -0.327
C7 1.020 -3.446 0.480
H15 -0.260 1.166 -3.374
C8 -2.150 -1.438 1.644
H16 3.363 2.971 0.156
C9 -3.143 -1.509 2.775
C10 0.207 0.183 -3.320

Energy above the lowest of the compared OMol25 structures with the same formula, charge and spin   66.0 kcal/mol
Lowest unoccupied orbital energy   4.39 eV
Charge   -2
Frontier orbital gap   5.1 eV
E_tot   -2113.20888 Ha
Largest force on an atom   5.87 eV/Å
HOMO level   -0.025 Ha

Results of the Löwdin charge analysis, in e, for atoms 1 through 5:
1 H 0.072
2 C -0.632
3 H 0.071
4 H 0.043
5 H 0.058

Record 2
C22H30BrN5O2Pt | ωB97M-V/def2-TZVPD

CARTESIAN COORDINATES (ANGSTROEM)
C1 -0.256 3.854 -2.751
H1 1.774 3.327 -0.907
C2 4.417 0.303 2.195
C3 -1.784 -3.271 2.139
C4 0.901 5.711 -1.511
H2 -4.378 -2.006 0.215
C5 -2.025 -3.665 0.689
H3 2.775 2.007 0.756
N1 -1.197 -1.864 -0.951
C6 -3.386 -1.558 0.306
O1 4.042 1.582 2.529
H4 0.312 -3.086 1.932
N2 2.108 1.274 0.556
C7 -0.044 2.796 -1.961
C8 5.688 -0.191 2.435
H5 -0.534 -2.594 -1.212
C9 3.785 -1.770 1.183
H6 -2.743 -2.101 3.691
C10 1.520 6.948 -1.529
O2 1.182 -0.862 0.841
H7 -0.440 -1.625 1.891
H8 1.685 0.384 2.390
H9 -1.212 -4.285 0.296
C11 2.057 0.080 1.398
H10 0.138 5.454 -4.807
N3 -0.476 -2.567 2.324
H11 0.726 5.221 -0.561
H12 -1.707 -4.177 2.739
H13 -3.821 -3.016 2.668
C12 -2.920 -2.399 2.654
C13 0.998 2.575 -0.989
C14 1.168 7.100 -3.905
C15 5.056 -2.275 1.413
C16 0.420 5.148 -2.697
C17 6.002 -1.485 2.049
C18 -3.199 -1.174 1.783
H14 -2.418 0.720 1.620
H15 5.310 -3.276 1.093
H16 -0.272 -2.430 3.316
H17 -1.556 -1.534 -1.844
N4 1.087 1.502 -0.281
H18 6.430 0.435 2.917
Br1 -1.255 1.299 -2.184
H19 2.142 8.608 -2.735
C19 -2.384 -2.547 -0.297
H20 -0.996 3.749 -3.537
H21 -2.901 -4.315 0.729
H22 -2.874 -3.048 -1.133
H23 -4.159 -0.769 2.118
C20 1.665 7.637 -2.726
Pt1 -0.042 -0.100 -0.503
H24 3.039 -2.371 0.680
H25 1.873 7.387 -0.606
C21 3.450 -0.483 1.576
H26 4.740 2.010 3.038
N5 -2.117 -0.192 1.945
H27 -1.911 -0.067 2.932
H28 -3.402 -0.653 -0.306
H29 6.992 -1.873 2.247
H30 1.263 7.644 -4.835
C22 0.535 5.869 -3.889

Energy above the lowest of the compared OMol25 structures with the same formula, charge and spin   15.4 kcal/mol
Lowest unoccupied orbital energy   -5.68 eV
Charge   +2
Frontier orbital gap   7.5 eV
E_tot   -3973.37493 Ha
Largest force on an atom   0.84 eV/Å
HOMO level   -0.483 Ha

Results of the Löwdin charge analysis, in e, for atoms 1 through 5:
1 C -0.067
2 H 0.143
3 C -0.264
4 C -0.266
5 C -0.044

Repeat the first record exactly.
C10H16Cl2MgO8 | ωB97M-V/def2-TZVPD

CARTESIAN COORDINATES (ANGSTROEM)
H1 -2.799 2.766 -0.895
C1 -1.354 4.409 -1.049
H2 4.192 2.198 1.521
H3 1.212 0.387 -2.950
H4 1.087 -5.507 1.175
H5 -0.716 5.054 -0.445
O1 -0.344 -0.754 -1.135
H6 -3.699 -0.593 2.973
H7 4.371 1.620 -0.115
O2 1.367 -2.256 0.759
C2 -0.502 -0.835 -2.341
H8 -2.586 3.599 0.613
H9 -2.912 -2.011 3.714
O3 -2.384 -2.038 0.597
C3 3.645 2.014 0.596
O4 1.780 0.960 1.573
Cl1 -0.873 2.019 0.240
H10 -2.108 5.078 -1.464
H11 2.616 -4.948 0.336
C4 2.477 1.082 0.551
Cl2 -0.263 4.058 -2.456
C5 -2.048 3.249 -0.269
H12 -4.031 -2.074 2.489
O5 2.188 0.377 -0.394
H13 0.333 -0.320 -4.279
Mg1 0.639 -0.382 0.654
O6 -1.323 -1.654 -2.666
O7 -1.135 -0.769 1.739
H14 2.282 -4.363 1.902
C6 1.783 -4.689 0.990
O8 0.066 -3.605 -0.327
C7 1.020 -3.446 0.480
H15 -0.260 1.166 -3.374
C8 -2.150 -1.438 1.644
H16 3.363 2.971 0.156
C9 -3.143 -1.509 2.775
C10 0.207 0.183 -3.320

Energy above the lowest of the compared OMol25 structures with the same formula, charge and spin   66.0 kcal/mol
Lowest unoccupied orbital energy   4.39 eV
Charge   -2
Frontier orbital gap   5.1 eV
E_tot   -2113.20888 Ha
Largest force on an atom   5.87 eV/Å
HOMO level   -0.025 Ha

Results of the Löwdin charge analysis, in e, for atoms 1 through 5:
1 H 0.072
2 C -0.632
3 H 0.071
4 H 0.043
5 H 0.058

Q: What is the formula in the first record?
A: C10H16Cl2MgO8

Q: Which of these has the lowest charge?
A: C10H16Cl2MgO8